Below is a cluster of 6 separate species, H19N6 in total at a distorted geometry, with properties calculated with ωB97M-V/def2-TZVPD.

```
25
Properties=species:S:1:pos:R:3:lowdin_charge:R:1
N -0.30 0.57 -0.14 0.2314
H -0.70 -0.10 -0.81 0.0647
H -0.37 0.26 0.85 0.0592
H 0.69 0.74 -0.35 0.0732
H -0.81 1.48 -0.18 0.0614
N -0.25 -0.34 2.71 0.0217
H -1.16 -0.51 3.10 0.0443
H 0.11 0.52 3.12 0.0433
H 0.36 -1.10 2.98 0.0350
N 2.92 1.01 -0.62 0.0145
H 3.58 0.55 -0.01 0.0251
H 3.24 1.96 -0.76 0.0273
H 2.97 0.55 -1.53 0.0283
N -1.02 -1.64 -2.17 0.0160
H -0.25 -2.24 -1.92 -0.0006
H -1.08 -1.43 -3.15 0.0278
H -1.87 -2.08 -1.86 0.0255
N -1.66 3.19 -0.39 0.0162
H -1.55 3.37 -1.39 0.0441
H -1.28 3.99 0.10 0.0438
H -2.65 3.21 -0.19 0.0436
N 0.26 -2.96 0.41 0.0292
H -0.66 -3.17 0.75 0.0221
H 0.62 -2.10 0.80 -0.0211
H 0.88 -3.72 0.65 0.0238
```

Properties
Strongest force on any atom in eV/A: 1.00
Energy above the lowest of the compared OMol25 structures with the same formula, charge and spin in kcal/mol: 0.0
Total charge: +1